A cluster of 29 separate species, C9H73ClNO32P in total in a non-equilibrium geometry, computed with ωB97M-V/def2-TZVPD.

* lowest unoccupied orbital energy: -0.16 eV
* net charge: 0
* frontier orbital gap: 9.354 eV

Element x y z (Å)
C: -1.074479 -3.813804 -2.117730
C: -1.646438 -2.415645 -2.206589
O: -0.696042 -1.473294 -1.736588
C: -1.228187 -0.185898 -1.740027
C: -0.183064 0.918684 -1.523560
O: 1.007004 0.887497 -1.768745
N: -0.831430 2.032933 -0.962181
C: -2.273534 1.693572 -0.998549
P: -3.439932 2.917211 -0.221408
O: -4.565941 2.943887 -1.399347
Cl: -4.443752 1.867420 1.263717
C: -2.250907 0.197166 -0.646866
C: -1.688641 -0.163132 0.729368
C: -1.729314 -1.660527 1.061825
C: -3.155115 -2.151739 1.294649
O: -1.003014 -1.854082 2.290073
H: -1.882826 -4.534910 -2.240994
H: -0.584533 -4.006392 -1.167078
H: -0.389860 -3.990679 -2.946898
H: -2.574730 -2.363928 -1.624395
H: -1.924127 -2.194845 -3.245263
H: -1.627636 0.043163 -2.743600
H: -0.685128 2.881249 -1.503115
H: -2.571571 1.761473 -2.055639
H: -4.738024 2.064266 -1.759327
H: -3.253747 -0.196882 -0.816129
H: -0.673641 0.206636 0.873834
H: -2.290130 0.317259 1.503599
H: -1.231533 -2.263093 0.310434
H: -3.842310 -1.720712 0.567752
H: -3.193392 -3.236875 1.228654
H: -3.479913 -1.821513 2.281352
H: -0.163273 -2.262358 2.049172
O: 0.171775 4.222333 -3.088512
H: -0.049646 4.536625 -3.969571
H: 1.137484 4.281843 -3.057727
O: 3.357080 4.230314 -3.807583
H: 4.047635 4.195285 -4.482441
H: 3.676667 3.622024 -3.134636
O: 5.297169 5.624610 -6.009599
H: 5.025187 6.226176 -6.707087
H: 5.720031 6.189092 -5.347797
O: -6.168997 -2.808591 2.181698
H: -6.358630 -2.207361 2.919688
H: -6.535381 -3.650257 2.460694
O: -8.572315 -2.283040 3.795850
H: -8.720066 -3.064181 3.255325
H: -9.346986 -1.737857 3.632220
O: 1.377591 6.611494 -1.417143
H: 2.308983 6.371853 -1.358255
H: 0.968671 5.782473 -1.686568
O: -0.986143 2.225803 2.740390
H: -0.133429 2.598965 2.980890
H: -1.132390 2.494609 1.827804
O: 2.341977 -1.464617 -0.900178
H: 1.606869 -1.980930 -0.549444
H: 1.919223 -0.691569 -1.303386
O: -6.006267 -0.392849 3.762379
H: -5.829154 0.092071 4.580603
H: -5.982164 0.280294 3.077855
O: -1.577261 -3.743001 4.743889
H: -1.391589 -3.248015 5.547628
H: -1.505385 -3.081864 4.037694
O: 1.201203 -5.009346 5.712608
H: 1.610345 -5.746702 5.250048
H: 0.295357 -4.981298 5.373769
O: -1.730358 -7.019932 -1.643890
H: -2.308287 -7.618098 -2.128166
H: -1.487271 -7.541464 -0.873067
O: 5.223524 2.128357 -4.460789
H: 4.557824 1.808306 -5.077128
H: 5.292007 1.411114 -3.821413
O: -3.207759 -9.246154 -0.653202
H: -3.364294 -10.170344 -0.861395
H: -3.356763 -9.199686 0.296148
O: -5.303657 2.145409 5.337689
H: -5.172561 2.657351 6.143520
H: -5.218346 2.782000 4.620861
O: 5.547192 -0.825119 -4.686766
H: 6.230162 -0.855028 -5.362902
H: 5.847500 -1.436601 -4.007436
O: 1.040015 -6.466471 -2.630040
H: 0.139538 -6.738820 -2.399708
H: 1.524759 -7.285471 -2.758952
O: 1.111177 -3.471127 0.874408
H: 2.073343 -3.485562 0.943116
H: 0.866573 -4.383182 0.688816
O: 4.222585 7.580967 -2.186747
H: 3.999499 6.772083 -2.662076
H: 3.572765 8.224316 -2.490775
O: -3.040019 1.258158 7.005346
H: -3.695936 1.160484 6.297834
H: -2.264077 1.607958 6.558227
O: 7.082916 7.550638 -1.687862
H: 7.422631 6.733164 -2.061626
H: 6.148608 7.576761 -1.948013
O: 1.279373 -6.874220 8.276957
H: 1.468124 -6.386982 9.082740
H: 1.352946 -6.218024 7.573151
O: 8.533504 10.239793 -1.966059
H: 9.382841 10.152158 -1.527048
H: 8.056103 9.432179 -1.736322
O: -4.556979 -0.964604 6.052235
H: -3.754588 -1.213949 6.520186
H: -4.806807 -1.745631 5.547573
O: 6.233280 7.728950 -4.489825
H: 5.858078 8.311421 -5.155559
H: 6.808910 8.301518 -3.971347
O: -1.461896 -11.062455 0.872713
H: -1.344354 -11.582540 0.072617
H: -0.606798 -10.643921 1.008092
O: 5.293531 -1.910530 0.304983
H: 5.297111 -2.770412 -0.122735
H: 4.496520 -1.484439 -0.040093
O: 4.348846 9.991218 -3.862990
H: 3.995245 10.560322 -4.553960
H: 4.915441 10.569647 -3.340825

Atomic forces in eV per Å
C -0.2 0.0 -0.6
C -0.2 -0.5 0.1
O 0.1 0.4 -0.1
C 0.4 0.0 0.2
C 1.0 0.2 0.2
O -0.9 0.0 0.0
N -1.0 0.0 -0.7
C 0.1 -0.5 0.3
P 0.3 0.8 0.2
O 0.1 -0.2 0.1
Cl 0.1 -0.3 -0.1
C 0.0 0.0 -0.6
C -0.6 -0.1 0.3
C -0.2 0.0 0.5
C 0.5 0.3 -0.1
O 0.0 -0.2 0.1
H 0.0 0.0 0.1
H 0.0 0.1 0.0
H 0.3 0.0 0.2
H 0.1 0.2 0.2
H 0.1 0.1 0.0
H -0.2 0.0 0.0
H 0.8 0.2 0.2
H -0.3 0.0 0.0
H -0.2 0.0 -0.1
H 0.1 -0.3 0.0
H 0.1 -0.1 -0.2
H 0.1 0.1 0.0
H 0.0 0.1 -0.2
H -0.1 -0.2 0.0
H -0.2 0.0 0.1
H -0.1 -0.1 0.0
H 0.1 0.0 0.0
O 0.1 0.0 0.3
H 0.0 0.0 0.0
H 0.1 -0.2 -0.3
O -0.3 0.3 0.3
H 0.0 0.1 -0.1
H 0.1 -0.2 -0.1
O -0.2 -0.3 0.0
H 0.0 -0.1 0.0
H 0.1 0.0 0.1
O 0.0 -0.1 0.0
H 0.0 0.2 -0.1
H 0.1 -0.1 0.0
O -0.2 -0.1 0.1
H 0.0 0.0 -0.1
H 0.0 0.1 0.0
O 0.2 -0.3 -0.1
H 0.1 0.3 0.2
H -0.4 0.1 -0.1
O -0.1 0.0 0.1
H 0.0 0.0 -0.1
H 0.2 0.0 0.0
O 0.3 -0.1 0.2
H -0.1 0.0 -0.1
H 0.0 0.0 -0.1
O -0.1 0.1 0.0
H 0.1 -0.1 0.0
H 0.0 0.0 -0.1
O 0.1 0.0 0.1
H 0.0 0.0 0.0
H 0.0 0.0 -0.2
O 0.0 -0.2 0.1
H 0.0 0.0 -0.1
H -0.1 0.2 -0.1
O 0.4 0.1 -0.2
H -0.1 0.0 0.1
H -0.2 -0.1 0.1
O -0.1 0.2 0.1
H 0.0 -0.1 -0.1
H 0.1 -0.2 -0.1
O -0.2 0.1 -0.2
H 0.0 -0.1 0.0
H 0.1 0.0 0.1
O -0.1 0.1 0.0
H 0.0 0.0 0.0
H 0.1 0.0 0.0
O 0.0 0.0 0.1
H 0.0 0.1 0.0
H -0.1 0.0 0.0
O 0.0 0.0 0.1
H -0.2 0.1 0.0
H 0.0 0.0 0.0
O 0.1 0.0 0.1
H 0.0 0.1 0.1
H -0.1 0.0 0.0
O -0.2 -0.4 0.3
H 0.1 0.0 -0.2
H 0.2 0.2 -0.1
O 0.0 0.1 -0.1
H 0.1 -0.2 0.0
H 0.0 0.0 0.0
O 0.2 0.2 -0.1
H 0.0 0.0 0.0
H -0.3 0.0 0.1
O 0.0 0.0 0.0
H 0.0 0.0 0.0
H -0.1 0.1 -0.1
O -0.1 0.1 -0.1
H 0.0 0.0 0.0
H 0.0 -0.2 0.0
O 0.0 -0.2 0.1
H 0.0 0.2 0.1
H 0.0 0.0 -0.1
O 0.3 0.0 -0.3
H -0.2 0.2 0.1
H 0.1 -0.1 0.2
O 0.0 -0.1 0.0
H 0.0 -0.1 0.0
H 0.0 0.0 0.1
O -0.1 0.0 0.0
H 0.0 0.0 0.0
H -0.2 0.0 0.0
O 0.0 0.1 -0.2
H -0.1 0.0 0.0
H 0.0 0.0 0.1

***

A structure of composition C9H7Br2Cl2F3O3 in a non-equilibrium geometry, computed with ωB97M-V/def2-TZVPD.

* lowest unoccupied orbital energy: -0.44 eV
* net charge: 0
* frontier orbital gap: 10.082 eV

Element x y z (Å)
O: -4.697345 0.028251 1.338914
C: -3.857336 -0.380148 0.674969
C: -2.609984 -1.102901 1.157682
C: -1.868299 -1.217082 0.075288
C: -0.488049 -1.797592 -0.154116
C: 0.506065 -1.565019 1.006540
C: 0.785175 -0.083651 1.358620
F: 0.083404 0.225859 2.481792
Br: 0.444765 1.160617 -0.112577
C: 2.336297 0.023393 1.737908
F: 2.527725 1.169169 2.384129
F: 2.731211 -1.000547 2.463027
Br: 3.427648 0.143579 0.089295
C: -2.561342 -0.605166 -1.136651
O: -2.126637 -0.445592 -2.183556
O: -3.820073 -0.237714 -0.694676
H: -2.337975 -1.428417 2.155570
H: -0.608796 -2.883842 -0.319956
H: -0.075658 -1.416074 -1.099647
H: 0.077179 -2.055247 1.896923
H: 1.420627 -2.129761 0.777789
C: 2.233493 3.158184 -2.668666
Cl: 0.471582 3.295969 -2.609254
Cl: 2.782546 2.507242 -4.216570
H: 2.665673 4.143426 -2.529046
H: 2.558104 2.493067 -1.873731

Atomic forces in eV per Å
O -3.5 1.6 2.1
C 3.2 -1.9 -0.5
C -0.3 0.3 -1.1
C 1.7 -0.4 -1.1
C -0.1 -0.1 0.1
C -0.9 -0.5 -0.5
C 1.5 -1.4 -0.2
F 0.0 0.5 -0.2
Br -0.7 0.0 0.8
C -1.1 1.2 -1.7
F 0.2 -0.1 0.6
F 0.1 -0.2 0.5
Br 0.3 -0.6 0.5
C -1.1 -1.1 4.9
O 1.0 0.6 -3.9
O 0.0 0.4 -0.6
H -0.5 0.3 0.0
H 0.1 0.3 0.2
H -0.2 0.0 0.3
H 0.3 0.4 -0.1
H -0.1 0.5 0.0
C 0.1 0.0 0.1
Cl 0.0 0.1 0.0
Cl 0.1 0.0 0.0
H -0.1 0.0 -0.1
H -0.1 0.0 -0.1

***

A cluster of 2 separate species, C9H7Cl4N in total in a non-equilibrium geometry, computed with ωB97M-V/def2-TZVPD.

* lowest unoccupied orbital energy: -0.84 eV
* net charge: 0
* frontier orbital gap: 8.430 eV

Element x y z (Å)
C: -0.212485 -1.907038 1.082926
C: -1.363861 -1.326714 0.472368
C: 1.016891 -1.268956 0.959314
C: -1.246657 -0.189148 -0.218544
C: 1.122252 -0.047635 0.214288
C: 0.026528 0.459485 -0.413843
C: 3.355103 2.120455 -3.321273
C: 0.398179 0.859907 -3.325017
C: 0.062607 1.787232 -1.117116
N: 0.599052 1.757671 -2.512119
Cl: 3.688785 0.736948 -2.321706
Cl: 3.239694 3.505656 -2.373632
Cl: 0.944970 1.085939 -4.966942
Cl: -0.374065 -0.619595 -3.037594
H: -0.520790 -2.806785 1.832357
H: -2.379357 -1.930230 0.404205
H: 1.945208 -1.681480 1.452119
H: -2.083894 0.311814 -0.810589
H: 2.201528 0.367169 0.071218
H: -0.907971 2.182176 -1.266363
H: 0.660515 2.526000 -0.747772

Atomic forces in eV per Å
C -1.5 -1.1 1.8
C -1.6 -2.9 0.2
C 0.5 -0.2 0.4
C 0.3 3.0 -2.2
C 2.5 -1.2 0.2
C -1.4 0.5 1.5
C 0.3 -0.5 -0.2
C 0.4 0.4 -0.7
C 0.0 -2.4 -2.8
N -0.3 0.5 0.6
Cl 0.0 0.3 -0.1
Cl 0.1 0.4 0.4
Cl -0.2 -0.3 0.0
Cl -0.4 -1.1 -0.7
H 1.6 2.0 -2.1
H 2.2 1.4 0.6
H -1.3 0.5 -0.6
H 0.9 -1.0 1.1
H -2.3 -0.4 0.3
H -1.2 0.4 0.2
H 1.5 1.7 2.0

***

An isolated molecule of C9H7ClNOPS in a non-equilibrium geometry, computed with ωB97M-V/def2-TZVPD.

* lowest unoccupied orbital energy: -0.04 eV
* SMILES: O=[P@@](Cl)(c1ccccc1)c1nccs1
* net charge: 0
* frontier orbital gap: 9.479 eV

Element x y z (Å)
C: -3.147744 0.316997 -0.167222
C: -2.422002 0.190194 1.053874
C: -2.478597 0.842514 -1.292417
C: -1.133511 0.603329 1.145804
C: -1.157571 1.219441 -1.213179
C: 2.025331 -2.327647 0.489453
C: 3.036711 -2.337110 -0.414666
C: -0.479077 1.056035 0.007573
C: 2.061297 -0.188093 0.088871
N: 1.475154 -1.121645 0.744073
O: 1.900607 2.196712 -1.139611
P: 1.319215 1.437672 -0.097124
S: 3.499118 -0.726672 -0.871316
Cl: 1.723343 2.398326 1.596765
H: -4.236165 0.169735 -0.042630
H: -3.148345 -0.145714 1.811249
H: -2.912722 1.064943 -2.201538
H: -0.592961 0.437129 2.161116
H: -0.660468 1.394643 -2.152014
H: 1.692937 -3.282652 1.052346
H: 3.635453 -3.198132 -0.559409

Atomic forces in eV per Å
C 0.9 1.0 0.5
C -3.3 0.0 -1.5
C -0.5 -0.4 2.2
C 1.9 -0.8 2.5
C 0.5 -1.4 1.0
C -0.2 -2.3 0.9
C 0.5 0.9 0.8
C 1.0 0.9 -1.2
C 1.3 0.0 -0.8
N -0.6 0.0 0.1
O 1.0 1.8 -3.7
P -1.8 -2.1 3.2
S -2.0 -0.4 0.6
Cl 0.0 0.2 1.2
H 0.7 -0.2 -0.9
H 1.4 0.1 0.5
H -1.4 0.0 -1.7
H -0.8 0.6 -2.1
H 0.4 0.7 0.1
H 0.4 1.9 -1.1
H 0.5 -0.5 -0.6